Formula: C3H12BN2O2
Source: the OMol25 dataset
Level of theory: ωB97M-V/def2-TZVPD

The geometry in XYZ format:
```
20
C3H12BN2O2 (ωB97M-V/def2-TZVPD)
O -0.32305 -1.86718 0.17654
O -2.63717 -1.04086 0.59716
N 1.89847 -0.94855 -0.89344
N -1.82371 1.59013 -0.16986
C 2.24162 0.22394 -0.40510
C -0.81605 0.46708 -0.20914
C 1.76904 0.66119 0.86562
B -1.35801 -0.88081 0.14749
H -0.79066 -2.67335 -0.05872
H 1.44571 -0.28478 1.22103
H -2.63714 1.16009 0.31669
H 2.49608 1.11501 1.42675
H -2.86731 -1.91741 0.96105
H 2.29389 -1.34666 -1.69844
H 0.08959 0.78807 -0.76529
H -1.56274 2.38272 0.44410
H 0.88930 -1.17241 -0.61706
H 3.02380 0.70214 -0.84460
H 0.85164 1.22789 0.72563
H -2.18330 1.81376 -1.22041
```

Values from the calculation:
Net charge = +1
LUMO level = -4.1 eV
Energy above the lowest of the compared OMol25 structures with the same formula, charge and spin = 300.4 kJ/mol
Kohn-Sham gap = 6.7 eV
Maximum force = 3.86 eV Å⁻¹

Results of the Löwdin charge analysis, in e, for atoms 1 through 6: 0.07, 0.15, 0.23, 0.09, -0.08, -0.12